C3H8F2N2 | ωB97M-V/def2-TZVPD

Last column: Löwdin charge in e.
CARTESIAN COORDINATES (ANGSTROEM)
F 0.24 0.13 1.35  0.019
F 0.51 1.66 -0.33  0.073
N 2.17 -0.76 0.02  -0.080
N -2.19 -0.98 0.02  -0.024
C -0.01 0.43 -0.01  -0.511
C 0.78 -0.74 -0.77  -0.108
C -1.44 0.33 -0.30  -0.230
H 0.39 -1.80 -0.56  0.124
H -1.73 0.56 -1.31  0.108
H 2.72 -1.77 0.26  0.143
H 0.92 -0.75 -1.83  0.078
H -1.97 1.24 0.10  0.126
H 2.74 0.11 -0.16  0.055
H -2.52 -0.80 1.06  0.105
H -3.15 -0.75 -0.55  0.121

Results
net charge: 0
SMILES: NCC(F)(F)CN
E: -11653.5799 eV
HOMO energy: -8.7 eV